14
Properties=species:S:1:pos:R:3:forces:R:3 method="wB97M-V/def2-TZVPD" e_above_lowest_kcal_mol=41.1 multiplicity=1 gap_ev=11.4 e_homo_ev=-10.8 total_energy_ha=-461.068297
C -0.763 1.531 0.199 1.32 -2.36 -1.83
C 1.518 0.261 0.327 -3.42 1.47 0.39
C -0.865 -0.963 0.023 1.03 1.33 -2.56
C -0.050 0.354 -0.381 2.10 -1.92 3.85
N -1.326 2.444 0.552 -1.05 1.95 0.94
O -0.718 -1.326 1.305 -1.27 -0.62 1.47
O 0.124 0.291 -1.755 -0.07 2.53 -0.03
F -2.164 -0.634 -0.428 0.39 -0.84 0.94
H 1.952 -0.342 -0.390 1.25 -1.84 -0.92
H 1.504 -0.087 1.382 0.01 0.09 -0.96
H 2.021 1.222 0.238 -0.27 0.24 0.18
H -0.483 -1.774 -0.601 -0.35 0.14 -0.54
H -1.147 -2.207 1.461 0.58 1.20 -0.26
H 0.397 1.231 -1.934 -0.26 -1.38 -0.67

---

6
Properties=species:S:1:pos:R:3:forces:R:3 method="wB97M-V/def2-TZVPD" total_charge=-1 e_above_lowest_kcal_mol=104.6 multiplicity=1 gap_ev=8.0 e_homo_ev=-2.8 total_energy_ha=-473.020617
N 0.442 -0.433 0.776 0.39 0.65 -0.88
O 1.328 0.097 -0.506 0.72 0.35 3.01
P -0.362 0.594 -0.429 -0.54 -1.56 1.34
H -0.266 -0.126 -1.621 -1.55 -0.37 -0.94
H 0.533 0.095 1.700 0.81 -0.01 -1.61
H -1.674 -0.226 0.079 0.17 0.95 -0.92

---

42
Properties=species:S:1:pos:R:3:forces:R:3 method="wB97M-V/def2-TZVPD" total_charge=-1 multiplicity=1 gap_ev=5.3 e_homo_ev=-2.4 total_energy_ha=-1507.833048
C 1.171 -1.353 1.028 0.24 0.13 -0.17
C -0.216 -1.239 1.663 -0.35 0.42 -0.56
C -0.237 -1.937 3.010 -0.27 -0.15 0.20
C -0.677 0.210 1.791 0.41 0.08 0.49
C -1.922 0.603 1.317 -0.27 0.36 -0.02
C -2.353 1.922 1.473 0.22 -0.11 0.17
C -1.571 2.840 2.176 0.10 -0.24 0.00
C -0.321 2.441 2.667 0.05 -0.18 -0.07
C 0.142 1.140 2.449 -0.47 0.12 -0.11
O -1.230 -1.938 0.904 -0.39 -0.60 -0.27
S -1.204 -1.676 -0.771 0.72 -0.29 0.16
C -2.674 -2.639 -1.142 0.17 -0.35 0.24
F -2.707 -2.950 -2.478 -0.14 0.48 1.43
F -2.679 -3.798 -0.434 -0.50 0.55 -0.59
F -3.813 -1.953 -0.826 0.31 -0.81 -0.38
H 1.923 -1.282 1.826 -0.09 -0.02 -0.27
H 1.281 -2.326 0.524 -0.01 0.31 0.19
H 1.359 -0.543 0.308 -0.06 -0.34 0.05
H 0.529 -1.506 3.665 -0.20 -0.09 -0.09
H -1.223 -1.824 3.472 0.13 0.02 0.02
H -0.052 -3.007 2.869 0.12 0.14 0.03
H -2.575 -0.101 0.798 0.32 0.27 0.27
H -3.308 2.197 1.030 0.16 0.12 0.22
H -1.930 3.855 2.346 0.13 -0.21 -0.10
H 0.312 3.147 3.209 -0.21 -0.15 -0.19
H 1.136 0.833 2.784 -0.33 0.20 -0.05
C 0.425 -0.882 -3.033 0.62 0.21 -0.40
C 1.631 -1.405 -3.573 -0.05 1.12 0.68
C 2.701 -0.532 -3.238 -0.11 0.10 -0.22
C 2.172 0.575 -2.503 -0.52 -0.98 -0.08
C 0.741 0.320 -2.327 0.41 -0.57 -0.74
C -0.030 1.170 -1.533 0.05 0.69 0.14
C 0.591 2.250 -0.901 -0.64 -0.16 -0.26
C 1.938 2.560 -1.153 0.64 -0.22 -0.23
C 2.731 1.742 -1.966 -0.31 0.14 0.40
H -0.576 -1.271 -3.207 0.19 0.00 -0.04
H 1.711 -2.324 -4.144 0.04 0.07 0.03
H 3.757 -0.631 -3.501 -0.37 -0.12 -0.02
H -1.109 0.997 -1.459 0.44 0.19 0.23
H 0.012 2.881 -0.228 0.08 -0.03 -0.20
H 2.366 3.459 -0.710 -0.03 -0.14 -0.03
H 3.777 1.978 -2.182 -0.23 0.06 0.20

---

18
Properties=species:S:1:pos:R:3:forces:R:3 method="wB97M-V/def2-TZVPD" e_above_lowest_kcal_mol=9.7 multiplicity=1 gap_ev=8.9 e_homo_ev=-8.6 total_energy_ha=-601.757795
C 1.621 -1.898 0.148 -1.13 2.27 3.63
C -0.449 -0.528 -0.006 0.59 4.76 -0.04
C -2.598 -0.847 -0.084 3.56 -1.10 0.42
C -1.077 0.790 -0.189 2.04 -1.43 0.93
C -0.292 2.048 0.037 0.13 -3.55 -0.34
C 1.792 0.564 -0.117 0.00 -2.38 0.46
H 2.033 -2.163 -0.783 -0.23 -0.70 -1.33
H 2.535 -1.664 0.798 -1.41 -1.10 -0.47
H 0.732 -2.461 0.642 2.39 -0.14 -1.07
H -3.456 -1.492 -0.294 0.04 0.99 0.42
H -3.099 1.226 -0.123 -0.20 -0.33 -0.34
H 1.563 2.586 -0.030 1.06 -0.25 -0.08
N 0.950 -0.542 0.132 0.57 -2.16 -1.21
N -1.344 -1.491 0.120 -2.62 0.79 -1.11
N -2.407 0.493 -0.207 -0.92 -0.30 0.18
N 1.116 1.683 -0.034 -3.21 4.93 0.10
O -0.619 3.178 0.266 -0.24 0.25 -0.19
O 2.998 0.519 -0.275 -0.44 -0.58 0.05

---

20
Properties=species:S:1:pos:R:3:forces:R:3 method="wB97M-V/def2-TZVPD" total_charge=+1 e_above_lowest_kcal_mol=90.9 multiplicity=1 gap_ev=4.1 e_homo_ev=-12.3 total_energy_ha=-365.404538
O -1.998 -0.222 0.384 0.12 0.39 -0.04
C -1.361 -1.223 0.545 -0.70 -0.56 0.07
C -0.023 -1.335 -0.102 1.26 -0.37 0.93
C 0.564 -0.278 -0.819 -0.89 0.55 -1.93
C 1.697 0.237 0.044 0.66 -0.78 1.01
C 2.974 0.307 -0.378 -0.71 -0.45 0.03
C 4.083 0.814 0.453 0.50 -0.42 -0.20
N -4.908 1.102 -0.252 -0.34 0.29 0.27
H -1.750 -2.076 1.114 0.16 -0.05 0.04
H 0.629 -2.181 0.132 -0.35 -0.11 -0.08
H 1.010 -0.708 -1.733 0.25 0.01 0.12
H -0.171 0.451 -1.152 0.05 0.30 0.26
H 1.503 0.338 1.105 -0.26 0.64 -0.11
H 3.178 -0.097 -1.364 0.27 0.41 -0.18
H 4.517 1.727 0.045 -0.14 0.14 0.01
H 3.827 0.932 1.501 -0.15 0.19 0.00
H 4.892 0.078 0.383 0.02 0.03 0.07
H -4.805 2.114 -0.297 0.09 -0.24 -0.12
H -3.995 0.700 -0.100 0.10 0.10 0.06
H -5.446 0.934 0.597 0.06 -0.09 -0.21

---

20
Properties=species:S:1:pos:R:3:forces:R:3 method="wB97M-V/def2-TZVPD" total_charge=+1 multiplicity=1 gap_ev="7.7 / 6.2" e_homo_ev="-12.8 / -11.8" total_energy_ha=-3908.335879
C -1.234 1.221 0.473 0.21 0.07 -0.26
C -1.800 0.744 -0.840 1.83 -2.31 -1.05
C -0.748 -0.344 -1.478 -0.67 0.90 1.11
C 0.173 -0.664 0.728 0.94 -1.43 -2.25
C 2.704 1.015 0.051 0.56 2.03 -0.17
N -0.340 0.488 1.142 -0.38 1.43 0.40
N -0.304 -1.200 -0.427 1.98 -2.27 -1.09
N 2.204 -0.259 0.355 -1.21 -1.05 -0.14
N 2.692 0.510 1.399 1.13 1.30 0.28
Cl -1.682 2.714 1.098 0.07 -0.03 0.02
Cl 0.657 0.554 -2.210 -0.69 -0.14 -0.20
Br 4.294 0.991 -1.086 -0.40 -0.22 0.58
H -2.751 0.244 -0.771 -0.45 -0.43 0.73
H -2.007 1.463 -1.613 0.43 0.99 0.18
H -1.137 -1.077 -2.189 -0.36 1.02 -0.44
H 0.422 -1.358 1.480 0.64 -0.54 0.81
H 2.272 2.034 -0.144 -0.44 -1.59 0.23
H 0.364 -1.982 -0.835 -1.87 1.92 1.41
H 3.632 0.310 1.767 -0.47 -0.69 -0.08
H 0.175 0.737 1.994 -0.85 1.03 -0.06

---

52
Properties=species:S:1:pos:R:3:forces:R:3 method="wB97M-V/def2-TZVPD" total_charge=+1 e_above_lowest_kcal_mol=125.3 multiplicity=3 gap_ev="7.5 / 6.8" e_homo_ev="-11.9 / -11.6" total_energy_ha=-1877.232601
C -0.231 0.848 3.499 0.64 0.58 0.16
C -1.089 1.034 2.431 -1.84 0.11 0.38
C -1.716 -0.233 2.082 -0.97 2.22 -0.02
H -1.291 1.990 2.026 -0.32 0.53 -0.51
C -1.215 -1.233 2.869 1.91 -1.87 0.68
C -0.235 -0.601 3.805 -1.48 -1.56 3.46
H 0.117 -1.279 4.724 -5.37 0.75 0.73
H 0.565 1.505 3.927 -1.33 -0.36 -0.37
H -2.494 -0.382 1.382 -0.50 0.08 -0.74
H -1.365 -2.337 2.903 -0.19 1.22 -0.35
Mo 0.415 -0.363 1.665 1.97 -1.96 -0.27
Cl 1.231 -2.511 1.122 0.05 0.26 -0.15
P 0.156 0.036 -0.671 -1.09 0.38 -1.30
C -1.360 -0.743 -1.307 -0.36 -0.28 -0.18
C -2.229 -0.069 -2.172 -0.11 -0.10 0.05
H -2.041 0.968 -2.439 -0.04 -0.16 0.02
C -3.343 -0.724 -2.700 0.05 -0.04 0.07
H -4.013 -0.186 -3.369 0.16 -0.14 0.15
C -3.593 -2.057 -2.378 0.13 0.12 0.04
H -4.463 -2.566 -2.792 0.22 0.12 0.10
C -2.721 -2.738 -1.527 0.00 0.08 0.02
H -2.904 -3.783 -1.279 0.04 0.23 -0.06
C -1.613 -2.087 -0.991 -0.01 0.12 -0.02
H -0.928 -2.626 -0.336 -0.18 0.07 -0.18
C -0.038 1.805 -0.984 0.11 0.58 -0.02
C -1.130 2.518 -0.459 0.11 0.17 -0.16
H -1.920 1.999 0.083 0.13 0.10 -0.28
C -1.223 3.897 -0.645 0.00 -0.20 0.01
H -2.079 4.437 -0.243 0.20 -0.11 -0.11
C -0.225 4.578 -1.343 0.14 -0.18 -0.03
H -0.295 5.654 -1.486 0.01 -0.24 0.03
C 0.865 3.874 -1.856 -0.12 0.15 0.07
H 1.650 4.397 -2.397 -0.17 -0.07 0.09
C 0.961 2.498 -1.677 -0.15 -0.02 0.08
H 1.813 1.952 -2.075 -0.14 0.16 0.02
C 1.433 -0.509 -1.803 0.80 -0.27 -0.22
C 1.094 -0.769 -3.132 0.18 -0.07 -0.15
H 0.058 -0.696 -3.454 0.18 -0.02 0.01
C 2.077 -1.133 -4.053 -0.04 0.04 0.11
H 1.793 -1.333 -5.085 0.09 0.04 0.24
C 3.406 -1.244 -3.651 -0.18 0.08 0.22
H 4.172 -1.530 -4.371 -0.17 0.06 0.20
C 3.750 -0.990 -2.320 0.04 0.02 -0.01
H 4.788 -1.081 -2.001 -0.27 0.02 -0.07
C 2.773 -0.624 -1.397 -0.27 0.02 -0.28
H 3.050 -0.431 -0.362 0.01 -0.08 -0.17
B 1.654 -1.278 6.183 -0.11 -0.85 1.02
C 1.511 -0.973 4.705 1.17 -0.24 -0.29
N 1.230 -0.765 3.539 5.99 -0.53 -0.43
H 2.711 -0.819 6.457 0.70 0.38 0.03
H 1.667 -2.488 6.388 0.04 0.40 -0.57
H 0.812 -0.809 6.964 0.34 0.25 -1.04